DFT (ωB97M-V with the def2-TZVPD basis set) results for one molecule with the formula C5H8O.

spin multiplicity = 1
DFT total energy = -7356.6802 eV
E_LUMO (spin up / spin down) = 0.261 / 0.056 eV
energy relative to the best compared isomer or geometry (same formula, charge and spin) = 128.56 kcal per mole

Last column: Mulliken charge in e.
Element x y z (Å)
C: 0.4414 -0.5646 -0.3449  0.03
C: 1.8335 -0.5778 -0.6310  -0.53
C: -0.4800 0.4569 -0.2148  0.24
C: 2.7666 0.3475 0.1154  -0.67
C: -2.7447 -0.3166 0.1700  -0.58
O: -1.7629 0.7074 -0.1383  -0.32
H: 0.1228 -1.6933 -0.2191  0.16
H: -0.0405 1.5231 -0.3987  0.17
H: 3.7608 0.3854 -0.2605  0.27
H: 2.8032 -0.0242 1.1221  0.27
H: 2.3692 1.4327 0.1022  0.23
H: -3.3067 -0.5529 -0.7797  0.24
H: -3.5224 0.1309 0.8699  0.21
H: -2.2403 -1.2545 0.6074  0.27

Cartesian forces (eV/Å) of the 2 atoms listed first:
C -1.7 -2.7 0.9
C 0.4 0.6 0.5

DFT (ωB97M-V with the def2-TZVPD basis set) results for one molecule with the formula CN2O2S.

spin multiplicity = 1
DFT total energy = -18944.0784 eV
E_LUMO (spin up / spin down) = -1.744 / -1.799 eV
energy relative to the best compared isomer or geometry (same formula, charge and spin) = 72.45 kcal per mole

Last column: Mulliken charge in e.
Element x y z (Å)
C: 0.1117 -0.3148 -0.5759  0.70
N: -0.3174 -0.5792 0.7571  0.25
N: -0.4525 0.1213 1.6613  -0.21
O: 0.2328 -1.1428 -1.4178  -0.42
O: 0.3674 0.9847 -0.7370  -0.22
S: 0.2615 2.2054 0.3197  -0.10

Cartesian forces (eV/Å) of the 2 atoms listed first:
C 1.0 0.9 -2.8
N -0.9 -0.2 2.9

DFT (ωB97M-V with the def2-TZVPD basis set) results for C5H6N2 as an isolated structure.

spin multiplicity = 1
DFT total energy = -8255.4123 eV
E_LUMO = -0.063 eV
energy relative to the best compared isomer or geometry (same formula, charge and spin) = 160.18 kcal per mole

Last column: Mulliken charge in e.
Element x y z (Å)
C: -0.9533 -1.5609 -0.6995  -0.60
C: -1.1391 -2.0513 0.4443  0.47
C: -0.7475 -0.3021 0.2405  0.40
C: 0.9196 1.1223 -1.0104  -1.09
C: 0.5912 0.3815 0.1643  -0.72
N: -1.2105 -1.7764 1.7700  -0.34
N: -0.8396 -0.6072 1.7676  -0.23
H: -1.6318 0.2874 0.0840  0.41
H: 1.0744 0.4054 -1.9021  0.28
H: 1.8963 1.6458 -0.8271  0.32
H: 0.0903 1.8658 -1.2584  0.29
H: 0.7211 1.0189 0.9612  0.46
H: 1.2289 -0.4291 0.2655  0.34

Cartesian forces (eV/Å) of the 2 atoms listed first:
C 0.1 -0.2 -0.7
C -0.2 0.1 -0.6

DFT (ωB97M-V with the def2-TZVPD basis set) results for a 4-piece molecular cluster, C2H12O3S2 overall.

spin multiplicity = 1
DFT total energy = -30080.7435 eV
E_LUMO = 0.376 eV
energy relative to the best compared isomer or geometry (same formula, charge and spin) = 34.27 kcal per mole
SMILES = CCSS.O.O.O

Last column: Mulliken charge in e.
Element x y z (Å)
C: 1.0960 4.7711 -1.1609  -0.89
C: 0.5836 3.3466 -0.6640  -0.50
S: -1.2179 3.0762 -0.7300  -0.08
S: -1.5790 2.5757 1.3316  -0.21
H: 0.5120 4.8827 -2.0874  0.28
H: 0.9100 5.4047 -0.2970  0.29
H: 2.1171 4.7197 -1.5130  0.29
H: 1.0366 2.6286 -1.3718  0.31
H: 0.8991 3.2479 0.4168  0.34
H: -2.1815 1.4380 1.0042  0.17
O: -1.9046 -1.9754 -1.8974  -0.63
H: -2.2656 -1.6506 -2.7263  0.32
H: -2.1487 -2.9025 -1.8274  0.31
O: -1.8733 -4.1641 1.6365  -0.63
H: -2.7461 -4.3707 1.9873  0.32
H: -1.4882 -5.0386 1.5173  0.31
O: 3.5276 -5.6274 2.4185  -0.63
H: 3.9883 -4.8440 2.0871  0.32
H: 2.7346 -5.5179 1.8760  0.31

Cartesian forces (eV/Å) of the 2 atoms listed first:
C -1.8 -2.3 -0.1
C 1.6 0.6 0.1

DFT (ωB97M-V with the def2-TZVPD basis set) results for one molecule with the formula C5H8NP.

spin multiplicity = 1
DFT total energy = -16089.2289 eV
E_LUMO (spin up / spin down) = -0.700 / -0.922 eV
energy relative to the best compared isomer or geometry (same formula, charge and spin) = 84.23 kcal per mole

Last column: Mulliken charge in e.
Element x y z (Å)
C: -0.2356 -0.6188 -2.5373  -0.03
C: -1.3633 -0.0239 -3.0812  -0.31
C: 0.3965 0.3478 -0.4706  -0.06
C: -0.2104 0.2002 1.9720  -1.17
C: 0.9144 0.0931 0.8277  -0.43
N: 0.2135 -0.6558 -1.2635  -0.42
P: -2.7162 0.8830 -2.5018  -0.07
H: 0.4827 -0.8016 -3.4067  0.23
H: -1.2578 0.1658 -4.1711  0.24
H: 0.2633 0.0032 2.9862  0.28
H: -0.9424 -0.5469 1.8575  0.39
H: -0.9114 1.0393 2.0179  0.35
H: 1.4336 -0.8610 0.8304  0.28
H: 1.6585 0.8099 1.1998  0.27
H: 0.2310 1.3320 -0.9546  0.46

Cartesian forces (eV/Å) of the 2 atoms listed first:
C 0.6 1.5 -2.6
C -0.1 1.0 -0.2

DFT (ωB97M-V with the def2-TZVPD basis set) results for an isolated ion of composition C10H8N3O4S and charge +1.

spin multiplicity = 1
charge = +1
DFT total energy = -33983.2996 eV
E_LUMO = -5.407 eV
SMILES = O=C=[N+]=c1cc(C(=O)O)cc(CCO)n1N=C=S

Last column: Mulliken charge in e.
Element x y z (Å)
O: -0.1128 -0.8443 -4.4046  -0.26
C: 0.9122 -0.6297 -3.9005  0.65
N: 1.7810 -0.1233 -3.1074  -0.55
C: 1.3106 -0.1917 -1.7404  0.61
C: 2.1088 -1.0718 -0.8114  -0.72
C: 1.6745 -1.1957 0.6193  1.05
C: 2.4342 -2.0418 1.7025  0.17
O: 3.1885 -2.9504 1.4720  -0.41
O: 2.2650 -1.6809 3.0598  -0.44
C: 0.4433 -0.4439 1.0393  -0.44
C: -0.3008 0.4146 0.0700  0.38
C: -1.5697 1.2207 0.5790  -0.56
C: -2.5766 0.1993 1.2993  -0.54
O: -3.7690 0.8758 1.7578  -0.49
N: 0.1872 0.4979 -1.2568  0.60
N: -0.5364 1.3570 -2.1333  -0.97
C: 0.0179 2.5098 -1.9544  0.53
S: 0.5886 3.9378 -1.4953  -0.08
H: 3.0308 -1.6262 -1.1395  0.46
H: 1.3166 -1.6362 3.2929  0.37
H: 0.0827 -0.5314 2.0953  -0.01
H: -1.2510 1.9980 1.3376  0.27
H: -2.1275 1.7302 -0.2632  0.41
H: -2.8236 -0.6971 0.6430  0.34
H: -2.0429 -0.1454 2.2443  0.27
H: -4.2074 1.1800 0.9318  0.35

Cartesian forces (eV/Å) of the 2 atoms listed first:
O 2.3 -0.5 -0.3
C -1.6 2.2 2.1